DFT (ωB97M-V/def2-TZVPD) results for 2 unconnected molecules or ions with the total composition C3H3ClN3OS.

Properties
ΔE to the lowest compared entry with this formula, charge and spin ... 3.997 eV
Molecular weight ... 164.597 g mol⁻¹
Frontier orbital gap (spin up / spin down) ... 6.8 / 5.9 eV
Strongest force on any atom ... 3.2 eV/Å

The geometry in ORCA input format:
```
! RIJCOSX wB97M-V def2-TZVPD def2/J DEFGRID3
* xyz 1 1
C -0.7269 1.8848 0.0053
C 2.0945 0.0851 -0.0728
C 0.6812 -0.1200 0.0387
N -0.2211 0.8298 0.1207
N 0.1221 -1.3798 -0.0002
N 0.5891 -2.5043 -0.1867
O -1.1119 2.9429 -0.0816
S 3.3388 -0.9598 -0.0580
Cl -2.8607 -0.8331 -0.1426
H 2.5382 1.0587 0.1883
H -1.0264 -1.2684 -0.0045
H -3.4167 0.2641 0.1933
*
```


DFT (ωB97M-V/def2-TZVPD) results for C3H3ClO2 in the gas phase.

Properties
ΔE to the lowest compared entry with this formula, charge and spin ... 0.487 eV
SMILES ... CC(=O)C(=O)Cl
Molecular weight ... 106.508 g mol⁻¹
Frontier orbital gap ... 10.4 eV
Strongest force on any atom ... 3.6 eV/Å

The geometry in ORCA input format:
```
! RIJCOSX wB97M-V def2-TZVPD def2/J DEFGRID3
* xyz 0 1
C -1.1407 0.1850 0.0460
C 0.0635 -0.6194 -0.1508
O 0.1227 -1.6878 -0.7524
C 1.4720 -0.0266 0.2701
O 2.2339 -0.3186 1.1107
Cl 1.7479 1.2967 -0.8261
H -1.9904 -0.1721 0.6412
H -1.6554 0.2564 -0.9225
H -0.8535 1.0864 0.5839
*
```


DFT (ωB97M-V/def2-TZVPD) results for C3H3ClO2S in the gas phase.

Properties
ΔE to the lowest compared entry with this formula, charge and spin ... 2.506 eV
Molecular weight ... 138.575 g mol⁻¹
Frontier orbital gap (spin up / spin down) ... 8.2 / 7.2 eV
Strongest force on any atom ... 4.0 eV/Å

The geometry in ORCA input format:
```
! RIJCOSX wB97M-V def2-TZVPD def2/J DEFGRID3
* xyz 0 1
C -0.1621 0.3122 -0.4272
C 0.2979 -0.9825 -0.0098
C 1.5082 -1.6598 -0.3474
O -2.7166 0.2809 0.3047
O 1.9778 -2.6599 0.0820
S -1.9398 0.0462 -0.8766
Cl 2.3568 -0.7087 -1.6723
H -0.1932 1.1223 0.4592
H 0.4763 0.5147 -1.2329
H -0.1764 -1.4656 0.7221
*
```


DFT (ωB97M-V/def2-TZVPD) results for C3H3ClS in the gas phase.

Properties
ΔE to the lowest compared entry with this formula, charge and spin ... 1.034 eV
SMILES ... S=C/C=C\Cl
Molecular weight ... 106.577 g mol⁻¹
Frontier orbital gap ... 8.0 eV
Strongest force on any atom ... 5.6 eV/Å

The geometry in ORCA input format:
```
! RIJCOSX wB97M-V def2-TZVPD def2/J DEFGRID3
* xyz 0 1
S 2.4326 -0.2135 -0.0328
C 0.8460 -0.2043 0.1352
C -0.0464 0.9702 -0.0986
C -1.3408 0.9408 0.0598
Cl -2.0438 -0.5643 -0.0330
H 0.2551 -1.1087 0.3302
H 0.4642 2.0140 0.0512
H -1.6498 1.8637 0.1268
*
```


DFT (ωB97M-V/def2-TZVPD) results for a molecular structure, C3H3CoO2.

Properties
ΔE to the lowest compared entry with this formula, charge and spin ... 2.884 eV
Molecular weight ... 129.988 g mol⁻¹
Frontier orbital gap (spin up / spin down) ... 7.2 / 4.8 eV
Strongest force on any atom ... 5.9 eV/Å

The geometry in ORCA input format:
```
! RIJCOSX wB97M-V def2-TZVPD def2/J DEFGRID3
* xyz 2 5
O 0.5882 -0.3514 -0.0917
C 1.6615 0.1961 -0.0319
O 2.8367 0.0307 -0.0260
Co 4.5927 0.7853 0.0292
C -1.2008 0.2809 0.0415
C -2.1820 -0.5563 -0.0101
H -1.0382 1.3527 0.1477
H -3.1789 -0.1005 0.0714
H -2.0791 -1.6374 -0.1300
*
```


DFT (ωB97M-V/def2-TZVPD) results for a molecular structure, C3H3CsO3.

Properties
ΔE to the lowest compared entry with this formula, charge and spin ... 1.673 eV
Molecular weight ... 219.959 g mol⁻¹
Frontier orbital gap (spin up / spin down) ... 7.2 / 9.6 eV
Strongest force on any atom ... 4.5 eV/Å

The geometry in ORCA input format:
```
! RIJCOSX wB97M-V def2-TZVPD def2/J DEFGRID3
* xyz 1 2
H -0.2229 1.7343 0.4741
O -0.9486 0.8248 0.0592
C 1.3620 0.5917 -0.3821
C -0.0051 0.0692 -0.4671
O 1.5633 1.6615 0.2175
O 1.8846 -0.6385 -0.1323
C 0.5663 -1.2831 -0.1669
H 0.4568 -2.0194 -0.9727
H 0.3458 -1.7386 0.8067
Cs -5.0021 0.7979 0.5636
*
```


DFT (ωB97M-V/def2-TZVPD) results for a molecular structure, C3H3CuO2.

Properties
ΔE to the lowest compared entry with this formula, charge and spin ... 1.328 eV
Molecular weight ... 134.601 g mol⁻¹
Frontier orbital gap (spin up / spin down) ... 9.1 / 7.8 eV
Strongest force on any atom ... 2.6 eV/Å

The geometry in ORCA input format:
```
! RIJCOSX wB97M-V def2-TZVPD def2/J DEFGRID3
* xyz 1 2
O 0.9409 -0.9818 0.8432
C 0.3378 -0.0570 0.2089
C -0.1449 0.7764 1.3502
C -0.3501 0.0860 2.5139
H -0.0189 1.8595 1.2819
H -0.0329 0.5165 3.4658
H -0.8221 -0.8985 2.5198
O 0.1634 0.1019 -0.9853
Cu -0.3562 -0.1225 -2.8480
*
```


DFT (ωB97M-V/def2-TZVPD) results for a molecular structure, C3H3F.

Properties
ΔE to the lowest compared entry with this formula, charge and spin ... 4.842 eV
Molecular weight ... 58.055 g mol⁻¹
Frontier orbital gap ... 10.2 eV
Strongest force on any atom ... 4.5 eV/Å

The geometry in ORCA input format:
```
! RIJCOSX wB97M-V def2-TZVPD def2/J DEFGRID3
* xyz 0 1
C -0.7217 -1.7142 1.3421
C -0.2812 -0.7459 0.5902
C -0.0546 0.8336 -0.6215
F 0.9911 -1.2780 1.2174
H 1.0107 0.7952 -0.7268
H -0.5122 1.7631 -0.3051
H -0.4321 0.3461 -1.4963
*
```


DFT (ωB97M-V/def2-TZVPD) results for C3H3F2NO in the gas phase.

Properties
ΔE to the lowest compared entry with this formula, charge and spin ... 0.245 eV
SMILES ... O=CNC=C(F)F
Molecular weight ... 107.059 g mol⁻¹
Frontier orbital gap ... 9.8 eV
Strongest force on any atom ... 1.0 eV/Å

The geometry in ORCA input format:
```
! RIJCOSX wB97M-V def2-TZVPD def2/J DEFGRID3
* xyz 0 1
O -2.7460 0.5327 0.0103
C -1.5278 0.5730 -0.0140
N -0.7637 -0.5689 -0.0012
C 0.6305 -0.7204 -0.0128
C 1.5353 0.2519 -0.0162
F 2.8327 0.0256 0.0097
F 1.2812 1.5601 0.0042
H -0.9223 1.4994 -0.0245
H -1.3042 -1.4177 0.0355
H 0.9843 -1.7357 0.0089
*
```


DFT (ωB97M-V/def2-TZVPD) results for a molecular structure, C3H3F2NO2.

Properties
ΔE to the lowest compared entry with this formula, charge and spin ... 2.644 eV
Molecular weight ... 123.058 g mol⁻¹
Frontier orbital gap ... 9.5 eV
Strongest force on any atom ... 6.0 eV/Å

The geometry in ORCA input format:
```
! RIJCOSX wB97M-V def2-TZVPD def2/J DEFGRID3
* xyz 0 1
C -1.8274 0.4145 -0.1302
C 1.0597 0.3757 -0.3106
C -0.7451 -0.5191 0.0613
N -2.6839 1.2109 -0.1796
O 1.1587 1.5916 0.1977
O -0.7375 -1.6596 -0.6146
F 1.8669 -0.5565 0.1622
F -0.4990 -0.5666 1.3956
H 1.1275 0.3932 -1.3655
H 1.3807 1.7154 1.1832
H -0.1007 -2.3995 -0.3995
*
```


DFT (ωB97M-V/def2-TZVPD) results for C3H3F2NOS in the gas phase.

Properties
ΔE to the lowest compared entry with this formula, charge and spin ... 2.018 eV
SMILES ... O/N=C/SC=C(F)F
Molecular weight ... 139.126 g mol⁻¹
Frontier orbital gap ... 9.7 eV
Strongest force on any atom ... 1.0 eV/Å

The geometry in ORCA input format:
```
! RIJCOSX wB97M-V def2-TZVPD def2/J DEFGRID3
* xyz 0 1
O 2.6121 -0.6293 -0.0379
N 1.2785 -0.2550 -0.0658
C 0.6802 -0.8190 -1.0369
S -1.0252 -0.5823 -1.3895
C -1.4687 0.7218 -0.2903
C -1.5005 0.5619 1.0110
F -1.2266 -0.5422 1.6637
F -1.8226 1.5274 1.8552
H 2.9413 -0.1407 0.7170
H 1.2076 -1.5282 -1.7060
H -1.6761 1.6856 -0.7204
*
```


DFT (ωB97M-V/def2-TZVPD) results for 2 unconnected molecules or ions with the total composition C3H3F2O2.

Properties
ΔE to the lowest compared entry with this formula, charge and spin ... 1.477 eV
Molecular weight ... 109.051 g mol⁻¹
Frontier orbital gap ... 6.1 eV
Strongest force on any atom ... 0.9 eV/Å

The geometry in ORCA input format:
```
! RIJCOSX wB97M-V def2-TZVPD def2/J DEFGRID3
* xyz -1 1
C -1.9064 0.5300 -1.3380
C 1.1790 0.2985 0.7005
C 0.0857 -0.6369 0.2063
O -1.4596 1.6030 -1.3429
O -2.5866 -0.3934 -1.5097
F 0.7630 -1.6940 -0.5156
F -0.3974 -1.3483 1.3661
H 1.6402 0.7678 -0.1728
H 0.7185 1.0770 1.3163
H 1.9637 -0.2037 1.2899
*
```